A 16-piece molecular cluster, C54H135N23O16 overall in a non-equilibrium geometry. Source: OMol25; level of theory: the ωB97M-V functional and the def2-TZVPD basis.

```
228
Properties=species:S:1:pos:R:3:forces:R:3:mulliken_charge:R:1
C -5.530443 -1.601070 0.407626 0.22 1.62 -1.81 -1.353
C -4.799496 -2.882833 0.796706 -0.46 -0.12 1.61 1.061
C -5.157662 -3.012663 2.319782 0.05 0.53 -0.17 -0.112
C -4.732030 -4.327829 2.943660 2.06 1.62 -0.62 -0.037
C -5.308629 -5.497910 2.204364 0.12 1.01 0.95 -1.757
C -5.012605 -5.439913 0.709865 0.24 -0.87 -1.12 1.549
N -5.395652 -4.083812 0.169898 -0.58 -0.43 0.91 0.206
O -5.285505 -4.081299 -1.226834 1.23 -0.18 -0.53 -0.369
C -3.515791 -5.808800 0.332594 -1.12 0.68 -0.58 -1.392
C -5.938136 -6.587272 0.142359 1.47 1.35 -0.87 -1.980
C -3.277025 -2.619832 0.720567 0.06 -1.24 -1.73 1.331
H -6.607246 -1.742424 0.271358 0.18 -0.24 -0.25 0.598
H -5.091664 -1.035263 -0.496653 -0.70 -1.31 0.82 -0.075
H -5.480925 -0.802908 1.162552 0.26 -0.54 0.33 0.113
H -4.597472 -2.131203 2.725202 -0.82 -0.80 0.29 -0.582
H -6.259513 -2.900640 2.473661 0.77 0.24 -0.24 0.490
H -4.821136 -4.283117 4.004968 -1.20 -0.41 1.02 0.563
H -3.623925 -4.355641 2.944116 -0.23 -0.30 -0.76 -0.225
H -6.398754 -5.502619 2.417125 0.55 -0.40 -0.37 0.315
H -4.783197 -6.318805 2.664507 -0.37 -1.03 -0.22 0.602
H -2.808091 -5.195004 0.863213 0.24 0.26 -0.05 0.143
H -3.220269 -6.810533 0.540546 -0.28 -1.08 0.54 0.590
H -3.391847 -5.742068 -0.766331 -0.06 0.46 0.55 0.215
H -5.615500 -7.500947 0.648183 -0.50 0.03 -0.14 0.390
H -6.958916 -6.305116 0.259291 -0.89 -0.10 0.72 0.543
H -5.849603 -6.682838 -0.943739 0.48 -0.18 0.10 0.365
H -2.659156 -3.435712 1.119785 -0.29 0.68 0.41 -0.901
H -3.087719 -1.666370 1.194888 0.18 0.15 0.25 0.079
H -2.951709 -2.575104 -0.347625 -0.38 0.27 0.55 -0.441
H -6.116269 -3.785700 -1.598234 -0.42 0.13 0.29 0.301
C 1.959884 2.252746 4.922340 0.89 1.39 0.89 -1.973
C 2.229408 2.004004 3.428495 1.30 1.63 1.19 1.730
C 3.791973 1.775273 3.290121 -1.27 0.45 0.04 -1.377
C 4.245710 0.456536 3.877283 0.11 -0.51 -0.62 -1.022
C 3.435885 -0.616268 3.144292 0.33 -0.07 1.33 -0.714
C 1.929593 -0.432378 3.269758 0.31 -2.93 1.16 1.085
N 1.572707 0.876913 2.857299 0.20 -0.36 -0.43 0.997
O 0.202560 1.040103 2.904643 -1.25 0.40 -1.20 0.711
C 1.388747 -1.455025 2.284383 -0.58 0.24 -0.78 -0.284
C 1.464780 -0.911644 4.702707 0.41 1.57 0.76 -1.434
C 1.838857 3.267140 2.594994 0.54 -0.18 -0.43 -0.444
H 2.512046 1.640194 5.636257 0.04 -0.42 -0.39 0.430
H 0.939188 2.216663 5.236244 -0.94 -0.06 -0.09 0.295
H 2.326495 3.274385 5.219400 -0.43 -0.66 -0.60 0.411
H 3.868115 1.763194 2.204237 0.93 0.12 -0.11 0.401
H 4.308898 2.617053 3.762683 -0.10 0.07 -0.44 0.454
H 4.201302 0.423890 4.984397 -0.43 -0.10 -0.57 0.427
H 5.284707 0.202829 3.651897 0.18 0.55 -0.06 0.574
H 3.750962 -1.596521 3.523153 -0.41 -0.05 0.00 0.760
H 3.654476 -0.652447 2.085093 0.36 0.45 -0.27 -0.870
H 1.792265 -2.430348 2.530817 0.45 0.01 -0.23 0.134
H 0.304875 -1.633556 2.315188 0.08 0.51 -0.09 -0.315
H 1.713644 -1.104091 1.275699 -0.44 -0.71 0.44 -0.231
H 0.391663 -0.788228 4.863849 -0.11 -0.24 -0.14 -0.015
H 1.748154 -1.917946 5.020081 -0.06 -0.15 -0.78 0.335
H 1.928888 -0.288504 5.489013 -0.17 -0.13 -0.39 0.417
H 2.194719 4.172378 3.077804 -0.20 0.13 0.39 0.501
H 0.770720 3.384313 2.312757 0.65 -0.40 0.59 -0.996
H 2.419229 3.283595 1.658251 -0.32 -0.31 0.06 -0.118
H -0.150232 0.665280 3.706981 -0.22 -0.16 0.94 -0.206
C 0.254468 7.034292 -1.272201 2.40 -0.88 -0.76 -1.868
C 1.062656 5.970593 -0.419755 -0.39 0.17 1.35 1.719
C 2.353770 5.441558 -1.018634 -0.79 0.27 -1.37 -0.751
C 3.473092 6.439367 -1.122554 0.20 1.00 0.45 -0.958
C 3.825529 6.841292 0.317894 0.56 -0.68 -0.93 -1.781
C 2.649958 7.301462 1.098095 -2.43 1.53 1.26 1.763
N 1.526716 6.305777 1.010447 -0.06 0.39 -1.70 0.726
O 0.433430 6.769997 1.744924 -0.41 -0.07 0.61 -0.444
C 3.022491 7.421198 2.590624 -0.02 -0.78 1.34 -1.606
C 2.177462 8.756552 0.635017 1.70 0.95 0.74 -1.578
C 0.103111 4.771024 -0.268746 1.04 0.11 1.16 -0.736
H 0.785461 7.985512 -1.479505 -0.20 -0.61 0.15 0.390
H -0.701879 7.259451 -0.848890 -0.70 -0.07 0.16 0.385
H 0.184587 6.461609 -2.242287 -0.48 0.90 0.80 0.330
H 2.622458 4.663976 -0.345735 0.54 -0.93 0.32 -0.162
H 2.103190 4.999757 -1.985812 0.18 -0.07 -0.06 0.571
H 3.145873 7.302890 -1.728815 0.28 -0.22 0.13 0.307
H 4.383262 6.022784 -1.552921 -0.21 -0.13 -0.33 0.514
H 4.674803 7.507953 0.430241 -0.09 0.64 -0.28 0.404
H 4.223166 5.933644 0.750533 -0.14 -0.50 0.47 0.401
H 3.741632 6.657369 2.903976 0.15 -0.18 -0.45 0.346
H 3.530176 8.369213 2.804919 -0.35 -0.12 -0.01 0.388
H 2.198348 7.223417 3.340514 0.48 0.76 -1.21 0.246
H 2.610580 9.498896 1.356258 -0.14 -0.63 -0.58 0.354
H 2.624844 9.034549 -0.318809 -0.07 -0.19 -0.19 0.393
H 1.153789 9.115281 0.596411 -0.51 -0.87 0.02 0.257
H -0.158364 4.328286 -1.201849 0.10 -0.38 -0.93 0.010
H -0.830053 5.026602 0.193388 -0.44 0.46 0.37 0.695
H 0.596290 4.036767 0.393827 -0.18 0.13 -0.55 -0.810
H 0.030900 7.532962 1.304908 0.19 0.12 -0.19 0.265
C 7.359971 -4.864459 -0.290098 -0.09 -0.24 -0.74 -1.786
C 6.283671 -4.941815 -1.404858 0.24 0.62 0.48 1.596
C 5.111738 -5.798216 -0.861978 -0.03 -0.28 0.88 -1.540
C 4.263558 -5.014563 0.162358 0.83 0.54 -0.49 -0.805
C 3.820283 -3.662590 -0.427266 -1.61 -1.48 0.81 0.503
C 4.913253 -2.797246 -0.906887 1.68 1.30 0.79 2.566
N 5.771016 -3.584509 -1.834694 0.21 -0.29 0.41 0.023
O 6.940930 -2.775209 -2.074265 -0.46 -0.34 -1.30 -0.511
C 4.421894 -1.560073 -1.677326 0.13 0.07 -0.70 -1.615
C 5.598642 -2.260260 0.395326 0.02 -1.09 0.22 -1.455
C 6.984028 -5.622744 -2.580555 -0.80 1.20 -0.66 -2.051
H 8.077265 -4.054478 -0.275440 -0.44 0.65 -0.30 0.259
H 7.993901 -5.709014 -0.475583 0.27 -0.81 0.39 0.478
H 6.870683 -4.962209 0.644367 -0.07 -0.02 1.16 0.403
H 4.437466 -6.172962 -1.643318 0.22 0.34 -0.16 0.387
H 5.477168 -6.725310 -0.341292 0.13 0.80 -0.62 0.456
H 4.800400 -4.742104 1.089395 0.08 -0.67 -0.39 0.319
H 3.439513 -5.656023 0.459933 -0.38 0.08 -0.02 0.348
H 3.343911 -3.166566 0.406755 -0.45 0.57 0.10 -0.565
H 3.045773 -3.833584 -1.162153 -0.15 0.01 -0.53 -0.566
H 5.280420 -0.915454 -1.973238 -0.53 -0.65 0.02 0.469
H 3.911248 -1.981410 -2.552166 0.14 0.52 -0.18 0.458
H 3.727014 -0.854235 -1.181082 0.21 -0.79 0.26 -0.016
H 5.617285 -3.044772 1.148242 -0.07 -0.16 0.17 0.439
H 6.641191 -1.990589 0.345030 0.17 0.63 -0.57 0.306
H 4.965967 -1.488976 0.825980 0.26 0.33 -0.24 0.178
H 6.370833 -5.671108 -3.473461 -0.36 0.26 -0.21 0.411
H 7.178073 -6.634771 -2.342627 0.56 -1.04 0.47 0.496
H 7.894030 -5.080029 -2.837486 0.09 -0.20 0.09 0.451
H 6.872440 -2.683615 -3.048421 0.33 0.18 0.85 0.364
C 1.100700 -1.341648 -2.768810 -0.28 0.73 1.02 -0.576
C 0.478635 -1.844303 -4.053415 0.02 1.01 0.28 2.791
C 1.588718 -2.511489 -4.812461 0.31 -1.80 -0.36 -1.464
C 1.914870 -3.901857 -4.243641 -0.88 -1.10 -0.94 0.567
C 0.655790 -4.813383 -4.088362 -0.80 0.96 -0.31 -1.552
C -0.441860 -4.065526 -3.275776 -0.50 -0.79 -0.15 1.779
N -0.679815 -2.731818 -3.831081 -0.13 0.35 -0.80 -0.115
O -1.645283 -2.023358 -3.014676 1.00 -0.18 0.23 0.627
C -1.777238 -4.840342 -3.490785 0.90 -0.61 0.39 -2.012
C -0.111513 -4.087406 -1.778548 -0.52 0.63 1.13 -1.121
C 0.114589 -0.635505 -4.916483 -1.34 0.84 0.21 -2.344
H 1.586063 -2.116235 -2.173129 0.14 0.07 -0.28 -0.805
H 0.314073 -0.947669 -2.126396 0.13 0.20 0.00 -0.814
H 1.802088 -0.516787 -2.969789 -0.18 -0.36 0.11 1.006
H 1.285284 -2.521023 -5.869563 0.35 -0.47 0.12 0.526
H 2.541129 -1.979598 -4.720103 -0.43 0.56 -0.15 0.274
H 2.403113 -3.787794 -3.252830 -0.12 -0.25 -0.70 -0.682
H 2.554494 -4.450135 -4.956825 0.32 0.40 0.54 0.548
H 0.939814 -5.707391 -3.521425 -0.17 0.03 -0.13 0.375
H 0.117749 -5.164692 -5.043175 1.36 0.69 0.99 0.344
H -2.539071 -4.430193 -2.837972 -0.39 0.05 -0.10 0.205
H -2.092711 -4.886171 -4.548926 0.17 0.38 0.53 0.485
H -1.590702 -5.879195 -3.164509 -0.22 0.26 -0.09 0.452
H -0.296133 -5.064219 -1.357255 -0.51 -0.55 -0.01 1.167
H 0.895898 -3.894160 -1.432530 0.56 0.29 -0.67 -0.078
H -0.724412 -3.351473 -1.209930 0.10 -0.52 -0.46 -0.185
H 1.008467 -0.057445 -5.019276 0.77 0.35 -0.26 0.626
H -0.575524 0.095467 -4.422131 0.18 -0.85 -0.32 -0.258
H -0.238271 -0.870002 -5.948915 0.04 -0.15 0.86 0.499
H -2.532375 -2.169911 -3.371134 0.00 0.07 -0.49 0.022
O -2.604112 -2.451734 4.570920 0.10 -0.32 -0.38 -0.596
H -2.322617 -3.072235 3.862712 0.12 0.14 0.42 0.138
H -3.399576 -2.821898 4.963990 -0.05 -0.19 -0.09 0.292
O -2.025843 3.749323 -3.550071 -0.99 0.51 -0.14 -0.709
H -1.778120 3.170101 -2.815789 0.11 -0.16 0.13 0.006
H -2.936172 4.061946 -3.346571 0.84 -0.43 -0.03 0.216
C -1.206952 1.111268 -0.751415 -1.55 0.85 0.94 0.401
O -0.911748 1.615734 -1.810348 0.59 0.23 -2.42 1.241
N -1.508355 1.857725 0.311289 0.38 0.44 2.61 2.506
N -1.509461 -0.169183 -0.553192 0.38 -1.00 -0.33 1.714
H -1.350814 1.311935 1.156771 -0.33 0.67 0.35 -1.341
H -1.095349 2.773834 0.421814 0.06 -0.02 -0.34 -0.892
H -1.661612 -0.554715 0.356105 -0.08 -0.04 0.10 -0.733
H -1.427170 -0.773621 -1.332898 -0.01 -0.97 -0.71 -1.083
C -6.106574 2.102241 1.004531 0.81 -1.97 -0.47 0.289
O -6.696016 1.862984 2.051313 -0.09 0.92 -1.12 -0.653
N -6.597988 2.338710 -0.305541 0.46 -1.08 3.62 -0.221
N -4.694716 1.873337 0.873596 -0.74 0.73 0.21 0.673
H -5.948145 2.896940 -0.795852 0.18 0.70 -1.46 0.177
H -7.579013 2.281135 -0.448998 -0.46 0.49 -0.18 0.225
H -4.591314 1.196768 0.143072 0.60 -0.14 -0.36 -0.181
H -4.116353 1.700463 1.698070 -0.63 0.14 -0.19 -0.362
C 0.566732 2.784418 -6.118324 0.05 -0.99 0.36 0.531
O 1.289730 3.319854 -5.278921 -1.32 -0.23 -1.18 -0.617
N -0.856545 2.711853 -6.144823 2.14 1.39 0.48 -0.322
N 1.092154 2.005263 -7.165877 0.63 0.01 -0.28 -0.372
H -1.447542 3.174688 -5.449658 0.73 -0.34 0.02 0.141
H -1.174546 1.907285 -6.611429 -0.77 -0.74 -0.36 0.214
H 0.492283 1.616018 -7.872091 -0.23 0.22 0.12 0.161
H 2.088007 1.865443 -7.409644 -1.09 0.67 1.05 0.212
C -4.159545 0.054500 -4.175581 0.23 0.81 0.88 0.623
O -4.254407 -1.106670 -3.834697 -0.35 -0.46 -0.41 -0.623
N -3.472176 1.010672 -3.407771 -0.59 -0.38 -1.93 0.145
N -4.708093 0.596140 -5.324576 -0.50 -0.17 -0.72 -0.459
H -3.095105 1.621776 -4.134773 0.54 0.46 1.20 0.154
H -2.774846 0.604867 -2.794137 0.04 0.10 -0.24 -0.440
H -5.313974 0.043275 -5.923313 0.40 -0.17 0.60 0.235
H -4.788387 1.588389 -5.531344 0.29 -0.40 0.68 0.175
C 2.559788 1.979442 -1.229224 0.42 -0.40 -0.15 -0.035
O 3.721497 2.381944 -1.103137 -1.64 -0.59 0.45 -0.795
N 1.842223 2.091924 -2.437682 -0.12 -0.08 1.87 0.548
N 1.792906 1.285505 -0.210805 1.64 1.41 -1.23 2.297
H 2.144865 2.784892 -3.123872 -0.03 -0.37 0.45 0.344
H 0.831533 2.055014 -2.241928 0.53 0.11 -0.76 -0.664
H 2.141330 0.957939 0.692300 0.24 0.57 -0.54 -0.844
H 1.079139 0.722328 -0.592430 -0.70 -0.65 -0.33 -1.227
C -2.092906 4.316970 3.779122 -2.78 1.85 0.20 0.235
O -2.284942 3.582472 2.849408 0.32 -2.65 -1.34 -0.275
N -3.011250 4.500159 4.781516 0.45 -0.01 0.58 -0.341
N -1.217343 5.341472 3.644579 2.16 0.35 0.14 -0.342
H -3.678792 3.747555 5.038451 0.84 0.90 -0.19 0.301
H -2.862497 5.368886 5.294758 -0.61 -0.94 0.21 0.156
H -0.409996 5.075471 3.080852 -0.42 0.45 -0.13 0.000
H -0.907501 5.808065 4.477027 0.03 0.13 0.31 0.254
C -4.258271 4.869339 -1.241536 1.02 0.31 0.70 0.426
O -4.952572 4.074266 -1.901381 1.57 1.78 0.87 -0.683
N -3.309338 4.499717 -0.214006 -1.87 -0.61 -2.99 0.339
N -4.222558 6.296937 -1.410099 -0.64 -3.35 1.04 -0.487
H -3.326608 5.130226 0.541040 0.26 0.46 1.21 0.285
H -3.243774 3.498997 0.010896 -0.52 0.65 0.15 -0.468
H -3.479928 6.716851 -0.911645 0.68 0.59 0.04 0.155
H -4.507846 6.688737 -2.263319 -0.45 0.38 -0.98 0.265
C -3.356199 0.931015 5.052090 0.66 -3.29 -0.95 0.365
O -3.783476 1.918385 5.573633 -0.42 1.17 0.24 -0.761
N -2.297954 0.160484 5.556690 0.56 0.86 1.13 -0.187
N -3.805664 0.309406 3.889878 -1.07 -0.29 -0.59 0.097
H -1.941486 0.488663 6.456155 -0.36 -0.12 -0.49 0.260
H -2.321869 -0.854572 5.462541 0.01 0.52 -0.28 0.236
H -3.524028 -0.691687 3.745024 -0.33 1.61 0.32 -0.284
H -4.737232 0.573554 3.508576 1.03 -0.16 0.64 0.301
C 0.109494 -4.472314 2.845058 -2.20 -0.30 0.15 -0.011
O -1.154839 -4.297637 2.821326 3.37 -0.26 -0.47 -0.444
N 0.898851 -4.607147 1.673176 -1.75 0.31 1.65 0.095
N 0.773053 -4.603815 4.050518 0.83 0.11 -0.81 -0.368
H 0.345257 -4.576042 0.821038 0.39 -0.08 0.25 -0.026
H 1.829629 -5.009299 1.656639 -0.48 0.13 0.14 0.047
H 1.761250 -4.451097 4.006581 0.39 -0.13 -0.02 0.164
H 0.426127 -4.495996 4.999324 -0.78 0.12 -0.93 0.252
```
Forces are in eV/Å.

Calculated values
Total charge: 0
Highest occupied orbital energy (eV): -8.361
HOMO-LUMO gap (Eh): 0.3098